No. 1
A molecular structure, C18H18BrNO9PTeTi, computed with ωB97M-V with the def2-TZVPD basis set.

Total charge ... -1
HOMO ... -3.44 eV
2S+1 ... 1
Energy relative to the best compared isomer or geometry (same formula, charge and spin) ... 30.9 kJ/mol
HOMO-LUMO gap ... 5.88 eV
LUMO energy ... 2.44 eV

Atoms and positions in Å:
Te1 -1.1498 4.3098 0.3068
Br1 5.0173 4.4035 4.0492
Ti1 -0.2380 0.6049 0.5025
P1 0.5604 3.3361 -0.9441
O1 1.2789 -0.5302 0.9695
O2 0.7484 1.8195 -0.6944
O3 -3.8608 -0.1579 -1.3355
O4 1.9579 4.0411 -0.7080
O5 -1.5462 2.4661 3.7973
O6 -1.8573 0.7137 -0.6707
O7 -0.6982 1.0572 2.2930
O8 0.4167 3.4860 -2.5364
O9 1.9206 -2.4658 1.9176
N1 -1.0226 -1.1928 0.5292
C1 -0.6065 2.0320 3.1737
C2 -2.8664 -2.7215 0.1171
C3 3.1689 3.4300 -1.2068
C4 -2.6759 -0.2991 -0.6865
C5 0.7806 2.5752 3.3977
C6 -2.2683 -1.4358 -0.0472
C7 3.1780 2.3460 3.3622
C8 -0.5410 3.0334 -4.6694
C9 2.1689 4.4322 4.0540
C10 1.0840 -1.7768 1.3835
C11 3.8854 2.7074 -0.0915
C12 3.2864 3.6514 3.8013
C13 -0.8330 -3.4623 1.2167
C14 -0.3154 -2.2238 1.0652
C15 -2.1791 -3.7023 0.7515
C16 -0.7200 2.8837 -3.1781
C17 0.9146 3.8797 3.8603
C18 1.9133 1.8126 3.1489
H1 0.0192 4.4573 4.0447
H2 -2.6234 -4.6797 0.8859
H3 3.7686 4.2502 -1.6015
H4 0.3619 2.5209 -5.0027
H5 -3.8586 -2.8920 -0.2798
H6 2.2807 5.4546 4.3868
H7 4.0841 3.3897 0.7357
H8 -0.7857 1.8349 -2.8820
H9 -1.3963 2.6017 -5.1918
H10 1.8200 0.7984 2.7836
H11 -0.4630 4.0863 -4.9417
H12 2.9272 2.7559 -2.0303
H13 3.2842 1.8762 0.2766
H14 -3.9224 0.7787 -1.5587
H15 -1.6220 3.3912 -2.8269
H16 -0.2295 -4.2423 1.6576
H17 4.0624 1.7531 3.1731
H18 4.8370 2.3140 -0.4558

No. 2
A molecular structure, C13H3BeBr4NO6, computed with ωB97M-V with the def2-TZVPD basis set.

Total charge ... -2
HOMO ... -1.55 eV
2S+1 ... 1
HOMO-LUMO gap ... 5.84 eV
LUMO energy ... 4.29 eV

Atoms and positions in Å:
Br1 -4.8755 -2.4918 -1.4978
Br2 -3.9509 0.7294 -1.4859
Br3 0.6780 -3.9412 -1.4651
Br4 -2.5523 -4.8374 -1.4851
O1 4.0346 -0.7205 0.3216
O2 -0.7509 4.0033 0.4437
O3 0.8903 -0.8468 -1.5703
O4 -0.8512 0.9136 -1.5768
O5 2.8489 0.5786 -1.1081
O6 0.5396 2.8838 -1.0475
N1 1.0584 1.0463 0.4718
C1 -0.3149 -1.3091 -1.5595
C2 -2.6604 -0.6613 -1.5237
C3 0.2746 1.9348 2.4709
C4 3.0690 -0.0336 -0.0186
C5 -1.3259 -0.2866 -1.5642
C6 -0.7019 -2.6398 -1.5146
C7 1.9881 0.3108 1.0494
C8 -0.0549 3.0605 0.0569
C9 -2.0643 -3.0039 -1.4931
C10 1.0845 1.0143 3.1351
C11 0.3223 1.9518 1.0857
C12 2.0021 0.2335 2.4329
C13 -3.0375 -2.0203 -1.4978
Be1 0.8871 0.8910 -1.2206
H1 1.0565 0.9603 4.2178
H2 -0.3326 2.6544 3.0031
H3 2.7393 -0.3741 2.9398

No. 3
2 unconnected molecules or ions with the total composition CH2Cl2FN, computed with ωB97M-V with the def2-TZVPD basis set.

HOMO (spin up / spin down) ... -8.05 / -8.05 eV
2S+1 ... 1
Energy relative to the best compared isomer or geometry (same formula, charge and spin) ... 618.8 kJ/mol
HOMO-LUMO gap (spin up / spin down) ... 4.95 / 4.95 eV
LUMO energy (spin up / spin down) ... -3.10 / -3.10 eV

Atoms and positions in Å:
Cl1 -1.6120 1.1522 -0.9750
Cl2 -1.5469 -1.1948 0.8747
F1 0.9462 0.9341 2.1166
N1 -0.6022 -0.2759 -0.2969
C1 0.6179 -0.3012 -0.5914
H1 1.2568 -0.7245 0.1329
H2 0.9402 0.4100 -1.2610

No. 4
A molecular structure, C5H3F, computed with ωB97M-V with the def2-TZVPD basis set.

HOMO ... -8.82 eV
2S+1 ... 1
Energy relative to the best compared isomer or geometry (same formula, charge and spin) ... 215.7 kJ/mol
HOMO-LUMO gap ... 8.58 eV
LUMO energy ... -0.24 eV

Atoms and positions in Å:
F1 -2.7028 -0.8096 -0.0138
C1 -1.7630 1.4263 0.0013
C2 -0.3509 0.0698 0.0070
C3 0.8488 -0.3864 0.0173
C4 -1.7461 0.1238 0.0043
C5 2.0841 -0.8143 0.0043
H1 -1.5655 2.4569 -0.0077
H2 2.5800 -1.0312 -0.9272
H3 2.6155 -1.0352 0.9146

Number 1: F_max 0.9 eV Å⁻¹. Number 2: F_max 0.4 eV Å⁻¹. Number 3: F_max 4.4 eV Å⁻¹. Number 4: F_max 3.3 eV Å⁻¹.